The following is a DFT calculation (the ωB97M-V functional and the def2-TZVPD basis) of a 6-piece molecular cluster, C28H56ClNO13P2S overall in a non-equilibrium geometry.

Properties
* calculated total energy: -3674.25319 hartree
* SMILES string: O=C1NC(=O)c2c1ccc(P(O)Cl)c2[PH2]=S.COCCOC.COCCOC.COCCOC.COCCOC.COCCOC

```
! wB97M-V def2-TZVPD RIJCOSX def2/J DEFGRID3
* xyz 0 1
Cl -4.93 -2.21 -2.17
S -3.10 -4.60 -0.44
P -1.97 -4.94 -1.97
P -4.47 -3.38 -3.81
O -0.88 0.85 -1.21
O 10.12 1.32 3.09
O -4.12 -6.40 2.52
O -3.10 -7.87 4.85
O -1.68 3.13 0.48
O 4.08 1.45 2.48
O -4.24 5.96 -1.64
O -5.04 -2.51 -5.08
O 0.89 -3.60 -1.23
O 1.62 -0.39 -4.40
O 2.53 -0.40 0.79
O -6.30 7.58 -2.98
O 7.70 2.07 1.59
N 1.36 -1.69 -2.51
C -5.47 7.65 -4.13
C -4.13 -8.83 4.67
C -2.79 -6.32 3.01
C 3.70 -0.69 0.05
C 2.68 -0.52 2.19
C -2.65 -3.14 -4.10
C -3.00 3.01 -0.02
C 7.09 0.86 2.03
C 0.62 -2.84 -2.12
C 1.03 -1.26 -3.82
C -6.49 6.25 -2.51
C -0.90 -2.13 -5.36
C -0.51 -2.87 -3.13
C 9.76 2.64 2.74
C -0.18 -2.07 -4.21
C -5.62 5.96 -1.30
C -1.15 1.90 0.97
C -2.20 -2.57 -5.26
C -3.58 7.16 -1.26
C -5.05 -5.76 3.37
C -1.71 -3.55 -3.14
C -0.20 1.27 -0.03
C -0.71 1.74 -2.30
C 3.91 2.45 1.49
C 8.26 2.82 2.66
C 10.54 0.54 1.98
C -2.36 -7.62 3.66
C 2.85 0.83 2.85
H -6.05 -6.05 3.04
H 3.53 -0.35 -0.97
H -4.14 8.04 -1.58
H 3.87 -1.77 0.04
H -2.68 -5.48 3.70
H 6.89 0.25 1.14
H 7.80 2.54 3.61
H -1.96 1.21 1.23
H 1.23 -0.89 -1.90
H -0.66 -5.33 -1.63
H 1.77 -0.98 2.58
H -3.44 7.18 -0.18
H -5.82 6.68 -0.50
H 10.23 2.93 1.79
H -4.92 -6.05 4.41
H 6.14 1.08 2.53
H -3.71 -9.83 4.58
H -4.84 -1.57 -4.96
H -3.10 2.16 -0.69
H -1.43 1.46 -3.07
H 9.84 0.62 1.15
H -6.30 5.52 -3.31
H -2.88 -2.47 -6.10
H 0.61 1.96 -0.28
H 0.24 0.38 0.42
H -2.14 -6.13 2.15
H -3.71 2.90 0.82
H 10.58 -0.50 2.30
H -3.24 3.92 -0.56
H 3.52 -1.18 2.43
H -4.96 -4.67 3.27
H -0.60 2.13 1.88
H -6.01 7.28 -5.01
H -5.86 4.96 -0.93
H -2.46 -8.45 2.96
H 10.15 3.30 3.52
H 4.90 2.72 1.12
H 2.00 1.48 2.62
H 2.88 0.69 3.94
H -7.54 6.16 -2.21
H -1.31 -7.54 3.95
H -4.55 7.07 -4.00
H -2.60 7.16 -1.74
H -0.91 2.78 -2.00
H 3.46 3.35 1.94
H 8.04 3.87 2.47
H 3.30 2.11 0.66
H 4.59 -0.19 0.45
H 0.30 1.66 -2.71
H -5.21 8.69 -4.28
H -4.73 -8.60 3.79
H 7.74 0.29 2.70
H -0.43 -1.83 -6.28
H -4.77 -8.80 5.55
H -2.43 -5.98 -2.80
H 11.54 0.85 1.66
*
```